1.
C34H51AsF6N2NiOPS2 | ωB97M-V with the def2-TZVPD basis set

Summary:
spin multiplicity = 4
gap between HOMO and LUMO (alpha / beta) = 0.2798 / 0.1804 hartree
E_HOMO (alpha / beta) = -7.162 / -7.176 eV
total charge = 0
⟨S²⟩ = 3.76

Each line ends with the Mulliken spin population.
Geometry (Å):
Ni  -0.19  0.67  -0.26  1.594
C  2.18  -0.09  -1.76  -0.003
N  2.09  0.45  -0.40  0.067
C  2.60  1.82  -0.24  0.002
C  1.92  2.47  0.95  -0.005
N  0.47  2.49  0.73  0.072
C  0.10  3.60  -0.19  0.004
C  -0.32  2.60  1.95  -0.002
C  0.19  3.19  3.09  0.007
C  -0.60  3.32  4.23  0.003
C  -1.91  2.85  4.21  0.002
C  -2.41  2.26  3.07  -0.014
C  -1.64  2.12  1.92  -0.015
S  -2.29  1.34  0.49  0.148
C  2.60  -0.46  0.62  0.014
C  3.97  -0.67  0.72  -0.033
C  4.48  -1.52  1.68  0.056
C  3.62  -2.16  2.56  -0.023
C  2.26  -1.96  2.46  0.027
C  1.71  -1.13  1.47  0.047
S  -0.03  -0.96  1.32  0.480
H  2.34  0.73  -2.46  -0.002
H  0.63  -0.35  -2.91  0.001
H  3.00  -0.81  -1.84  0.000
H  2.38  2.37  -1.16  -0.001
H  3.69  1.84  -0.09  0.001
H  2.32  3.48  1.09  0.000
H  2.13  1.89  1.85  0.004
H  0.43  4.56  0.23  0.002
H  -0.98  3.60  -0.32  -0.001
H  0.56  3.45  -1.17  0.002
H  1.20  3.58  3.11  0.000
H  -0.19  3.78  5.12  0.000
H  -2.53  2.95  5.09  0.000
H  -3.43  1.88  3.04  0.000
H  4.64  -0.16  0.04  0.000
H  5.55  -1.68  1.75  0.003
H  4.01  -2.81  3.34  -0.001
H  1.58  -2.44  3.15  -0.004
F  -0.56  1.49  -2.22  0.008
As  -0.26  2.01  -3.92  0.010
F  1.21  2.72  -3.31  0.001
F  0.64  0.49  -4.10  0.001
F  0.12  2.46  -5.53  0.000
F  -1.67  1.16  -4.40  0.001
F  -1.14  3.43  -3.60  0.001
O  0.96  -0.74  -2.08  0.023
P  -0.86  -3.47  -0.57  0.050
C  -1.97  -2.76  -1.87  0.060
C  -2.58  -1.42  -1.45  -0.029
C  -3.37  -0.79  -2.60  0.001
C  -4.25  -1.81  -3.34  0.001
C  -4.40  -3.12  -2.57  0.002
C  -3.05  -3.79  -2.32  0.033
C  -1.88  -4.45  0.62  0.104
C  -3.21  -3.77  0.95  0.009
C  -4.11  -4.71  1.77  -0.003
C  -3.30  -5.66  2.66  0.001
C  -2.03  -4.96  3.12  0.004
C  -1.10  -4.71  1.93  0.039
C  0.32  -4.53  -1.53  0.177
C  1.78  -4.49  -1.05  -0.012
C  2.03  -5.41  0.14  0.008
C  1.64  -6.84  -0.19  0.002
C  0.18  -6.93  -0.61  0.003
C  -0.15  -5.98  -1.76  0.014
H  -1.32  -2.53  -2.72  0.008
H  -1.76  -0.74  -1.20  0.061
H  -3.20  -1.56  -0.56  -0.009
H  -2.67  -0.35  -3.30  0.001
H  -3.97  0.04  -2.20  0.000
H  -3.81  -2.04  -4.32  0.000
H  -5.24  -1.40  -3.54  0.000
H  -5.05  -3.81  -3.11  0.001
H  -4.89  -2.92  -1.61  0.000
H  -2.70  -4.29  -3.23  0.005
H  -3.18  -4.58  -1.57  -0.003
H  -2.08  -5.41  0.12  0.013
H  -3.75  -3.47  0.05  0.013
H  -3.00  -2.85  1.51  -0.008
H  -4.76  -5.28  1.11  -0.001
H  -4.77  -4.10  2.40  0.000
H  -3.03  -6.56  2.10  0.001
H  -3.90  -5.99  3.51  0.000
H  -1.51  -5.55  3.88  0.000
H  -2.30  -4.01  3.59  0.000
H  -0.45  -5.58  1.81  -0.001
H  -0.46  -3.86  2.14  -0.026
H  0.29  -4.01  -2.50  0.023
H  2.07  -3.47  -0.83  -0.004
H  2.40  -4.83  -1.89  -0.002
H  1.46  -5.05  1.00  -0.007
H  3.08  -5.35  0.43  0.000
H  1.83  -7.50  0.66  0.000
H  2.28  -7.20  -1.01  0.000
H  -0.46  -6.72  0.25  0.001
H  -0.06  -7.95  -0.92  0.000
H  -1.21  -6.01  -2.00  -0.003
H  0.38  -6.33  -2.66  -0.001


2.
C6H24LiN12O6 | ωB97M-V with the def2-TZVPD basis set

Summary:
gap between HOMO and LUMO = 0.3464 hartree
E_HOMO = -11.667 eV
total charge = +1

Each line ends with the natural charge from an NBO analysis.
Geometry (Å):
Li  -12.50  6.09  2.91  0.876
C  -15.81  6.10  3.22  0.781
O  -14.84  6.08  2.51  -0.697
N  -17.02  5.80  2.69  -0.853
N  -15.91  6.18  4.54  -0.833
H  -17.03  5.64  1.69  0.412
H  -17.81  5.89  3.32  0.379
H  -15.04  6.26  5.05  0.437
H  -16.85  6.15  4.91  0.386
C  -11.85  5.37  -0.12  0.753
O  -12.26  5.25  1.02  -0.690
N  -12.43  6.00  -1.07  -0.819
N  -10.89  4.66  -0.63  -0.841
H  -13.32  6.40  -0.82  0.428
H  -11.88  6.13  -1.90  0.406
H  -10.94  4.25  -1.55  0.396
H  -10.30  4.07  -0.06  0.393
C  -10.02  4.02  3.04  0.769
O  -10.78  4.83  3.48  -0.688
N  -10.14  2.77  3.12  -0.819
N  -8.93  4.31  2.36  -0.830
H  -10.97  2.35  3.54  0.431
H  -9.34  2.19  2.93  0.396
H  -8.53  3.49  1.93  0.381
H  -8.51  5.23  2.42  0.418
C  -10.32  8.02  1.97  0.742
O  -11.25  7.75  2.69  -0.704
N  -9.22  8.60  2.30  -0.807
N  -10.30  7.75  0.77  -0.800
H  -8.52  8.63  1.57  0.391
H  -9.14  8.73  3.29  0.417
H  -9.45  7.67  0.23  0.378
H  -11.15  7.57  0.25  0.405
C  -13.71  2.93  3.11  0.755
O  -13.39  3.80  3.83  -0.674
N  -12.82  2.44  2.31  -0.842
N  -14.85  2.31  3.08  -0.819
H  -11.87  2.79  2.29  0.406
H  -13.31  1.99  1.55  0.365
H  -15.56  2.56  3.76  0.427
H  -14.90  1.85  2.19  0.379
C  -12.29  6.60  5.77  0.762
O  -12.96  6.89  4.83  -0.696
N  -11.13  6.05  5.87  -0.841
N  -12.59  7.00  6.92  -0.825
H  -10.66  5.74  6.71  0.402
H  -10.86  5.69  4.97  0.422
H  -11.77  7.37  7.38  0.388
H  -13.53  7.26  7.19  0.396


3.
C7H10 | ωB97M-V with the def2-TZVPD basis set

Summary:
ΔE to the lowest compared entry with this formula, charge and spin = 63.5 kcal/mol
SMILES = C=CC(=C)C(=C)C
gap between HOMO and LUMO = 0.3320 hartree
E_HOMO = -8.619 eV
total charge = 0

Each line ends with the natural charge from an NBO analysis.
Geometry (Å):
C  -0.84  1.39  -2.24  -0.373
C  -0.14  0.94  -1.13  -0.219
C  -0.49  -0.01  -0.02  -0.072
C  -1.83  -0.16  0.28  -0.350
C  0.61  -0.61  0.75  -0.023
C  0.67  -1.93  1.06  -0.392
C  1.77  0.24  1.21  -0.627
H  -0.29  1.96  -2.97  0.202
H  -1.94  1.16  -2.43  0.193
H  0.87  1.29  -1.23  0.197
H  -2.59  0.47  -0.24  0.198
H  -2.11  -0.42  1.28  0.205
H  0.09  -2.73  0.46  0.213
H  1.34  -2.20  1.87  0.195
H  1.35  1.04  1.75  0.213
H  2.49  -0.32  1.80  0.222
H  2.26  0.61  0.23  0.218


4.
C19H19F3NO5S2 | ωB97M-V with the def2-TZVPD basis set

Summary:
ΔE to the lowest compared entry with this formula, charge and spin = 0.0 kcal/mol
gap between HOMO and LUMO = 0.1841 hartree
E_HOMO = -3.615 eV
total charge = -1

Each line ends with the natural charge from an NBO analysis.
Geometry (Å):
C  -2.76  -1.80  -0.44  -0.627
C  -1.29  -1.71  -0.73  -0.073
O  -1.05  -0.27  -0.85  -0.523
C  0.25  0.07  -0.74  0.827
C  0.47  1.34  -1.58  -0.623
C  1.00  0.71  -2.98  0.585
C  0.35  1.09  -4.27  -0.109
C  -0.55  2.16  -4.37  -0.172
C  -1.15  2.47  -5.58  -0.227
C  -0.80  1.75  -6.73  -0.187
C  0.18  0.74  -6.66  -0.227
C  0.76  0.43  -5.44  -0.163
O  1.96  -0.04  -2.92  -0.501
O  1.06  -0.51  -0.04  -0.555
H  -3.08  -2.84  -0.49  0.201
H  -2.96  -1.40  0.56  0.242
H  -3.33  -1.21  -1.17  0.207
H  -0.67  -2.11  0.08  0.224
H  -1.01  -2.17  -1.69  0.166
H  -0.53  1.80  -1.62  0.259
H  -0.75  2.74  -3.47  0.225
H  -1.87  3.29  -5.63  0.219
H  -1.25  2.00  -7.68  0.212
H  0.50  0.23  -7.56  0.215
H  1.53  -0.33  -5.37  0.235
C  1.96  -0.26  2.84  -0.417
N  0.53  -0.26  2.92  -0.673
S  1.68  2.42  -1.16  0.096
C  2.82  2.94  0.51  0.987
F  3.47  4.04  0.05  -0.323
F  2.07  3.27  1.58  -0.297
F  3.71  1.99  0.86  -0.313
S  -0.27  1.38  2.31  1.635
C  -0.09  -0.94  3.94  0.207
C  -1.28  -1.66  3.64  -0.238
C  -1.60  -2.80  4.35  -0.214
C  -0.83  -3.17  5.47  -0.295
C  0.20  -2.32  5.91  -0.213
C  0.59  -1.22  5.16  -0.292
O  -0.20  2.21  3.51  -1.016
O  -1.59  0.87  1.96  -1.042
H  2.42  0.40  3.59  0.157
H  2.29  -1.30  3.02  0.187
H  2.26  0.03  1.83  0.216
H  -1.83  -1.35  2.75  0.234
H  -2.45  -3.41  4.03  0.194
H  -1.06  -4.09  6.01  0.191
H  0.73  -2.55  6.84  0.193
H  1.46  -0.62  5.44  0.210


5.
C7H10INV | ωB97M-V with the def2-TZVPD basis set

Summary:
ΔE to the lowest compared entry with this formula, charge and spin = 0.0 kcal/mol
spin multiplicity = 4
gap between HOMO and LUMO (alpha / beta) = 0.0743 / 0.2393 hartree
E_HOMO (alpha / beta) = 2.913 / -1.442 eV
total charge = -2
⟨S²⟩ = 3.78

Each line ends with the Mulliken spin population.
Geometry (Å):
C  1.73  -0.39  -0.18  -0.013
C  1.22  0.62  -1.05  -0.013
C  0.48  -0.02  -2.10  0.076
C  0.54  -1.43  -1.87  0.193
C  1.28  -1.67  -0.67  0.061
V  -0.43  -0.46  -0.17  3.106
N  -0.51  -0.37  1.75  -0.084
C  -1.04  0.90  2.06  0.031
C  -0.98  1.51  0.63  -0.084
H  0.01  0.49  -2.93  -0.034
H  1.39  1.69  -0.96  0.002
H  0.13  -2.20  -2.52  -0.074
H  1.51  -2.64  -0.23  0.010
H  2.38  -0.23  0.68  -0.019
H  -0.17  2.25  0.54  0.017
H  -0.45  1.47  2.80  -0.006
H  -0.37  -1.04  2.51  0.017
H  -1.93  1.91  0.26  0.004
H  -2.08  0.85  2.45  -0.005
I  -2.69  -1.25  -0.99  -0.187


6.
C4H5N | ωB97M-V with the def2-TZVPD basis set

Summary:
ΔE to the lowest compared entry with this formula, charge and spin = 90.6 kcal/mol
gap between HOMO and LUMO (alpha / beta) = 0.3014 / 0.3015 hartree
E_HOMO (alpha / beta) = -8.072 / -8.072 eV
total charge = 0

Each line ends with the natural charge from an NBO analysis.
Geometry (Å):
N  -0.68  -1.27  0.03  -0.629
C  -0.89  -0.29  -0.79  0.085
C  -0.25  0.95  -0.55  -0.388
C  0.40  0.98  0.66  -0.291
C  0.42  -0.01  1.60  0.003
H  -1.33  -2.05  -0.14  0.370
H  -1.58  -0.37  -1.65  0.190
H  -0.29  1.78  -1.22  0.223
H  0.94  1.86  1.05  0.255
H  1.43  -0.30  1.94  0.181


7.
C4H15NO7 | ωB97M-V with the def2-TZVPD basis set

Summary:
ΔE to the lowest compared entry with this formula, charge and spin = 36.1 kcal/mol
SMILES = O=CNC(=O)CCO.O.O.O.O
gap between HOMO and LUMO = 0.3981 hartree
E_HOMO = -10.731 eV
total charge = 0

Each line ends with the natural charge from an NBO analysis.
Geometry (Å):
O  2.30  -1.60  0.47  -0.590
C  1.73  -0.67  -0.05  0.563
N  0.41  -0.40  0.27  -0.658
C  -0.42  0.56  -0.31  0.741
O  -1.60  0.50  -0.01  -0.638
C  0.21  1.67  -1.09  -0.548
C  -0.58  2.98  -0.94  -0.043
O  -1.78  2.95  -1.70  -0.728
H  2.24  0.01  -0.73  0.136
H  0.00  -0.99  0.98  0.430
H  0.12  1.41  -2.15  0.255
H  1.26  1.84  -0.91  0.234
H  -0.77  3.25  0.10  0.167
H  -0.01  3.74  -1.48  0.188
H  -2.36  2.22  -1.45  0.485
O  -0.20  -3.70  0.82  -0.951
H  0.65  -3.36  1.16  0.491
H  -0.72  -2.96  0.50  0.475
O  -1.99  -1.50  1.95  -0.971
H  -2.60  -2.06  1.44  0.477
H  -1.97  -0.62  1.53  0.491
O  0.97  2.12  1.65  -0.932
H  1.22  3.05  1.54  0.468
H  0.23  2.33  2.24  0.473
O  1.12  -3.52  -1.66  -0.974
H  0.56  -3.88  -0.95  0.489
H  1.98  -3.37  -1.24  0.469


8.
C16H30N2Pd | ωB97M-V with the def2-TZVPD basis set

Summary:
spin multiplicity = 5
gap between HOMO and LUMO (alpha / beta) = 0.3413 / 0.2160 hartree
E_HOMO (alpha / beta) = -23.827 / -24.378 eV
total charge = +4
⟨S²⟩ = 6.01

Each line ends with the Mulliken spin population.
Geometry (Å):
Pd  0.53  -0.41  -0.05  1.120
C  2.62  0.32  -1.94  -0.005
C  1.33  0.90  -1.44  0.267
C  0.25  1.10  -2.36  0.299
C  0.49  0.58  -3.77  -0.020
C  -0.86  1.84  -1.99  0.362
C  -1.98  2.06  -3.00  -0.031
C  -0.87  2.55  -0.77  0.425
C  -1.80  3.76  -0.66  -0.012
C  0.08  2.31  0.24  0.235
C  0.03  3.12  1.53  -0.018
C  1.24  1.54  -0.10  0.010
C  2.54  1.76  0.71  0.041
H  3.06  0.80  -2.81  0.026
H  2.45  -0.73  -2.25  0.027
H  3.40  0.39  -1.15  0.003
H  0.49  -0.50  -3.82  0.033
H  1.44  0.93  -4.09  0.016
H  -0.28  0.97  -4.43  0.004
H  -1.67  2.70  -3.83  0.051
H  -2.85  2.51  -2.50  0.002
H  -2.28  1.09  -3.38  0.026
H  -2.86  3.47  -0.51  0.054
H  -1.72  4.44  -1.53  0.019
H  -1.59  4.32  0.26  0.004
H  0.51  4.10  1.42  0.040
H  0.53  2.55  2.34  0.005
H  -1.00  3.25  1.83  0.007
H  2.27  1.80  1.78  0.005
H  3.01  2.71  0.50  0.009
H  3.29  0.97  0.58  0.004
C  -1.70  -4.26  2.76  0.094
C  -0.66  -3.38  1.95  0.010
C  -0.56  -3.90  0.51  0.138
C  0.72  -3.47  2.53  0.002
N  -1.23  -2.01  2.04  0.653
N  -0.28  -0.95  1.90  0.082
H  -1.20  -5.19  3.04  0.012
H  -2.58  -4.47  2.14  -0.001
H  -1.99  -3.75  3.70  -0.009
H  -0.14  -4.89  0.45  0.002
H  0.23  -3.28  0.01  -0.004
H  -1.46  -3.78  -0.06  0.000
H  0.86  -4.51  2.92  -0.002
H  0.86  -2.76  3.40  0.002
H  1.51  -3.26  1.77  0.005
H  -2.04  -1.98  1.37  -0.006
H  0.56  -1.22  2.43  0.005
H  -0.69  -0.12  2.33  0.007


Q: Which of these has the lowest total charge?
A: C7H10INV